Entry 1:
The following is a quantum chemistry calculation of 6 unconnected molecules or ions with the total composition C30H57ClNO13S5 at a distorted geometry, from the Open Molecules 2025 dataset.

Calculated values
Net charge: -1
F_max: 1.99 eV Å⁻¹
Gap between HOMO and LUMO: 3.3348 eV
2S+1: 1

Cartesian coordinates (Å):
C 3.07 -3.36 -0.34
C 2.28 -2.34 -1.12
O 2.73 -1.21 -1.28
O 1.09 -2.73 -1.59
C 0.02 -1.79 -1.25
C -1.35 -2.38 -1.60
C -2.24 -2.43 -0.33
C -3.72 -2.70 -0.55
C -3.93 -4.04 -1.28
C -4.01 -5.21 -0.26
N -2.88 -6.17 -0.34
C -4.32 -1.55 -1.38
C -5.20 -0.88 -0.40
O -4.94 0.08 0.28
Cl -6.88 -1.62 -0.13
H 2.48 -4.22 -0.04
H 3.92 -3.66 -0.93
H 3.43 -2.87 0.56
H 0.14 -0.85 -1.77
H 0.06 -1.64 -0.17
H -1.20 -3.37 -2.01
H -1.82 -1.75 -2.35
H -1.84 -3.24 0.29
H -2.16 -1.47 0.18
H -4.82 -4.01 -1.89
H -3.08 -4.29 -1.94
H -3.96 -4.77 0.73
H -4.95 -5.74 -0.34
H -2.61 -6.29 -1.31
H -2.09 -5.70 0.09
H -3.58 -0.81 -1.72
H -4.91 -1.93 -2.21
C -11.45 -1.27 1.73
C -12.20 -2.60 1.81
C -12.12 -3.26 0.43
S -10.61 -2.65 -0.33
O -10.96 -1.85 -1.48
O -9.67 -3.73 -0.43
C -10.14 -1.57 1.01
H -11.28 -0.84 2.71
H -12.04 -0.55 1.15
H -11.71 -3.25 2.55
H -13.24 -2.47 2.13
H -12.08 -4.34 0.49
H -12.95 -2.96 -0.21
H -9.65 -0.69 0.60
H -9.45 -2.11 1.65
C 6.93 1.56 0.60
C 5.56 1.26 -0.03
C 5.23 -0.22 0.25
S 6.09 -0.63 1.77
O 7.11 -1.61 1.49
O 5.13 -0.83 2.83
C 6.88 0.96 2.00
H 7.13 2.63 0.63
H 7.72 1.08 0.01
H 4.80 1.89 0.42
H 5.55 1.46 -1.10
H 4.17 -0.38 0.38
H 5.61 -0.87 -0.53
H 7.86 0.82 2.44
H 6.25 1.55 2.65
C -9.22 -1.85 -5.03
C -8.45 -2.18 -6.32
C -7.06 -2.68 -5.90
S -7.26 -3.41 -4.27
O -6.52 -2.62 -3.32
O -7.08 -4.84 -4.36
C -8.99 -3.03 -4.09
H -10.28 -1.70 -5.22
H -8.82 -0.94 -4.58
H -8.97 -2.97 -6.86
H -8.37 -1.32 -6.98
H -6.66 -3.43 -6.58
H -6.35 -1.86 -5.81
H -9.21 -2.81 -3.05
H -9.55 -3.91 -4.41
C 6.80 5.84 5.83
C 5.84 4.67 6.07
C 5.60 3.98 4.72
S 7.09 4.27 3.75
O 6.74 5.10 2.62
O 7.81 3.03 3.57
C 7.92 5.28 4.96
H 7.18 6.25 6.76
H 6.28 6.64 5.30
H 6.29 3.96 6.77
H 4.90 5.00 6.51
H 5.45 2.91 4.83
H 4.76 4.42 4.19
H 8.51 6.05 4.45
H 8.58 4.63 5.53
C 9.88 4.91 -0.64
C 11.38 4.91 -0.28
C 11.80 6.37 -0.06
S 10.32 7.24 0.49
O 9.96 8.21 -0.52
O 10.48 7.62 1.87
C 9.22 5.84 0.37
H 9.46 3.91 -0.60
H 9.75 5.30 -1.65
H 11.53 4.34 0.64
H 11.98 4.44 -1.05
H 12.57 6.47 0.70
H 12.13 6.84 -0.99
H 8.23 6.18 0.06
H 9.16 5.38 1.36

=====

Entry 2:
The following is a quantum chemistry calculation of a molecular structure, C45H50N3O3RuS at a distorted geometry, from the Open Molecules 2025 dataset.

Calculated values
Net charge: +1
F_max: 1.49 eV Å⁻¹
Gap between HOMO and LUMO: 5.1725 eV
ΔE to the lowest compared entry with this formula, charge and spin: 0.0 kJ/mol
2S+1: 1

Cartesian coordinates (Å):
Ru -0.05 1.22 -0.16
C 3.09 -3.46 -0.50
C 4.48 -2.82 -0.62
C 5.15 -3.36 -1.88
C 5.30 -3.22 0.62
C 4.40 -1.30 -0.69
C 5.59 -0.54 -0.80
C 5.58 0.83 -0.86
C 4.35 1.49 -0.78
S 3.99 3.19 -0.81
C 2.32 2.84 -0.67
N 2.03 1.55 -0.60
C 3.17 0.77 -0.67
C 3.20 -0.62 -0.63
C 1.25 3.80 -0.52
C 1.44 5.17 -0.61
C 0.39 6.03 -0.34
C -0.84 5.48 0.04
C -1.02 4.11 0.11
C 0.00 3.21 -0.19
H 3.20 -4.55 -0.45
H 2.46 -3.22 -1.36
H 2.58 -3.14 0.42
H 5.18 -4.45 -1.86
H 6.18 -3.00 -1.98
H 4.61 -3.06 -2.78
H 5.34 -4.31 0.71
H 4.86 -2.82 1.53
H 6.32 -2.86 0.55
H 6.54 -1.06 -0.85
H 6.50 1.38 -0.95
H 2.26 -1.16 -0.56
H 2.42 5.58 -0.87
H 0.52 7.10 -0.40
H -1.66 6.15 0.27
H -1.97 3.72 0.43
C -0.48 1.80 -3.20
C -1.24 0.49 -3.40
C -0.43 -0.68 -2.84
C -2.68 0.55 -2.91
C -3.63 0.33 -3.91
C -4.99 0.38 -3.65
C -5.40 0.75 -2.38
C -4.50 1.02 -1.35
C -5.19 1.60 -0.10
C -4.41 2.65 0.68
C -5.82 0.56 0.83
C -3.12 0.83 -1.59
N -2.19 0.83 -0.49
C -2.64 0.23 0.58
C -1.89 0.25 1.76
C -2.14 -0.29 3.03
C -1.04 0.06 3.81
C -0.15 0.80 2.99
N -0.67 0.92 1.75
C 1.20 1.31 3.41
C 1.41 2.76 2.94
C 1.33 1.27 4.94
C 2.28 0.41 2.81
H 0.49 1.77 -3.70
H -0.32 2.02 -2.14
H -1.05 2.63 -3.62
H -1.31 0.31 -4.47
H 0.07 -0.37 -1.91
H 0.33 -1.02 -3.54
H -2.19 -1.51 -2.58
H -3.29 0.11 -4.91
H -5.71 0.17 -4.43
H -6.45 0.87 -2.18
H -6.03 2.15 -0.54
H -3.67 2.23 1.35
H -5.11 3.23 1.28
H -3.92 3.34 -0.01
H -5.10 0.14 1.53
H -6.28 -0.25 0.27
H -6.60 1.03 1.43
H -3.60 -0.29 0.56
H -3.03 -0.82 3.34
H -0.91 -0.14 4.86
H 0.66 3.42 3.38
H 1.33 2.83 1.86
H 2.39 3.11 3.25
H 0.55 1.86 5.42
H 2.30 1.69 5.23
H 1.28 0.25 5.32
H 2.25 0.45 1.72
H 2.14 -0.63 3.12
H 3.27 0.73 3.13
O -0.80 -4.15 -2.09
C -0.94 -4.41 -0.81
C -1.19 -5.73 -0.42
C -1.36 -6.04 0.91
C -1.29 -5.08 1.93
C -1.03 -3.79 1.61
C -0.83 -3.45 0.23
C -0.45 -2.13 0.06
O -1.27 -1.82 -2.54
O 0.03 -1.11 0.10
H -0.93 -3.19 -2.29
H -1.25 -6.47 -1.19
H -1.57 -7.07 1.17
H -1.44 -5.36 2.97
H -0.95 -3.01 2.36

=====

Entry 3:
The following is a quantum chemistry calculation of 2 unconnected molecules or ions with the total composition C9H16Si at a distorted geometry, from the Open Molecules 2025 dataset.

Calculated values
F_max: 3.86 eV Å⁻¹
Gap between HOMO and LUMO (alpha / beta): 6.4119 / 7.6828 eV
ΔE to the lowest compared entry with this formula, charge and spin: 280.9 kJ/mol
2S+1: 3

Cartesian coordinates (Å):
C 2.41 1.83 0.04
C 1.00 1.76 0.28
C 2.95 0.56 -0.12
C 0.31 0.66 0.06
C -2.62 1.35 -0.88
C -2.77 -0.37 0.97
C 1.72 -2.01 1.35
C 1.01 -1.75 -1.86
C -2.24 0.90 0.44
Si 1.55 -0.87 -0.09
H 2.81 2.80 0.11
H 0.50 2.74 0.64
H 3.99 0.43 -0.20
H -1.76 1.97 -1.29
H -3.55 2.06 -0.74
H -2.76 0.59 -1.65
H -2.15 -0.71 1.81
H -2.62 -1.14 0.13
H -3.86 -0.25 1.18
H 2.34 -2.89 1.62
H 1.89 -1.35 2.27
H 0.68 -2.36 1.59
H 0.93 -0.88 -2.57
H 1.92 -2.26 -2.31
H 0.24 -2.49 -1.97
H -1.92 1.69 1.21

=====

Entry 4:
The following is a quantum chemistry calculation of a gas-phase ion, C7H9O2S (charge -1) at a distorted geometry, from the Open Molecules 2025 dataset.

Calculated values
Net charge: -1
F_max: 4.59 eV Å⁻¹
Gap between HOMO and LUMO (alpha / beta): 7.0624 / 7.0950 eV
ΔE to the lowest compared entry with this formula, charge and spin: 333.2 kJ/mol
2S+1: 1

Cartesian coordinates (Å):
C -0.17 -1.25 0.79
C -1.20 -2.06 0.64
C -2.97 1.00 -0.01
C -2.30 -0.08 -0.84
C 0.02 0.02 0.07
C 0.97 -0.01 -1.05
C 0.05 1.30 0.91
O -3.49 0.72 1.06
O -2.87 2.09 -0.62
S -2.55 -1.82 -0.42
H 0.71 -1.35 1.57
H -1.18 -2.95 1.07
H -2.20 0.06 -1.85
H 0.99 -0.97 -1.54
H 1.93 0.03 -0.63
H 0.76 0.77 -1.70
H -0.49 1.21 1.79
H -0.37 2.11 0.33
H 1.19 1.43 1.25

=====

Entry 5:
The following is a quantum chemistry calculation of 2 unconnected molecules or ions with the total composition C4H12 at a distorted geometry, from the Open Molecules 2025 dataset.

Calculated values
F_max: 2.54 eV Å⁻¹
Gap between HOMO and LUMO: 12.6066 eV
ΔE to the lowest compared entry with this formula, charge and spin: 80.2 kJ/mol
2S+1: 1

Cartesian coordinates (Å):
C 1.83 1.73 0.64
C 0.72 2.08 -0.35
H 2.63 2.40 0.78
H 1.48 1.54 1.68
H 2.23 0.80 0.23
H -0.02 2.84 -0.09
H 1.19 2.43 -1.29
H 0.13 1.17 -0.25
C -0.51 -1.93 0.08
C -1.99 -1.87 -0.37
H -0.04 -2.21 -0.86
H -0.26 -0.93 0.40
H -0.46 -2.72 0.81
H -2.67 -1.38 0.28
H -2.37 -2.86 -0.47
H -2.14 -1.22 -1.24

=====

Which of these has the highest F_max?
C7H9O2S

=====

Copy entry 4 word for word.
The following is a quantum chemistry calculation of a gas-phase ion, C7H9O2S (charge -1) at a distorted geometry, from the Open Molecules 2025 dataset.

Calculated values
Net charge: -1
F_max: 4.59 eV Å⁻¹
Gap between HOMO and LUMO (alpha / beta): 7.0624 / 7.0950 eV
ΔE to the lowest compared entry with this formula, charge and spin: 333.2 kJ/mol
2S+1: 1

Cartesian coordinates (Å):
C -0.17 -1.25 0.79
C -1.20 -2.06 0.64
C -2.97 1.00 -0.01
C -2.30 -0.08 -0.84
C 0.02 0.02 0.07
C 0.97 -0.01 -1.05
C 0.05 1.30 0.91
O -3.49 0.72 1.06
O -2.87 2.09 -0.62
S -2.55 -1.82 -0.42
H 0.71 -1.35 1.57
H -1.18 -2.95 1.07
H -2.20 0.06 -1.85
H 0.99 -0.97 -1.54
H 1.93 0.03 -0.63
H 0.76 0.77 -1.70
H -0.49 1.21 1.79
H -0.37 2.11 0.33
H 1.19 1.43 1.25

=====

Repeat the fifth record exactly.
The following is a quantum chemistry calculation of 2 unconnected molecules or ions with the total composition C4H12 at a distorted geometry, from the Open Molecules 2025 dataset.

Calculated values
F_max: 2.54 eV Å⁻¹
Gap between HOMO and LUMO: 12.6066 eV
ΔE to the lowest compared entry with this formula, charge and spin: 80.2 kJ/mol
2S+1: 1

Cartesian coordinates (Å):
C 1.83 1.73 0.64
C 0.72 2.08 -0.35
H 2.63 2.40 0.78
H 1.48 1.54 1.68
H 2.23 0.80 0.23
H -0.02 2.84 -0.09
H 1.19 2.43 -1.29
H 0.13 1.17 -0.25
C -0.51 -1.93 0.08
C -1.99 -1.87 -0.37
H -0.04 -2.21 -0.86
H -0.26 -0.93 0.40
H -0.46 -2.72 0.81
H -2.67 -1.38 0.28
H -2.37 -2.86 -0.47
H -2.14 -1.22 -1.24